Density functional theory data (ωB97M-V/def2-TZVPD) for a structure of composition C45H33N12O2S2SeZr at a distorted geometry.

```
! wB97M-V def2-TZVPD RIJCOSX def2/J DEFGRID3
* xyz 1 1
Zr -0.09397 -0.74983 -0.04410
C 6.30002 0.31870 -1.97779
C 5.78715 1.59951 -2.35076
C 4.40731 1.91936 -2.36614
C 3.52471 0.92790 -1.83574
C 2.07058 0.74612 -1.77944
N 1.29076 1.61116 -2.35764
C -0.02181 1.36629 -2.42406
C -0.84009 2.17454 -3.21803
C -0.59980 3.35713 -3.98446
C -1.72347 3.98925 -4.54821
C -2.98219 3.47815 -4.21982
C -3.25140 2.34368 -3.46220
C -2.12936 1.73141 -2.97359
C -2.03878 0.51104 -2.19582
N -3.05462 -0.17276 -1.82527
C -2.85490 -1.35141 -1.33366
N -1.66763 -1.93566 -0.87232
C -1.93542 -3.21546 -0.62289
N -1.09815 -4.19318 -0.26458
C 0.16358 -4.04578 -0.14759
N 0.89941 -2.82368 -0.40361
C 2.18693 -3.05656 -0.27349
N 3.21092 -2.21786 -0.39422
C 2.95631 -1.02848 -0.90573
N 1.76479 -0.43311 -1.19099
C 4.10586 -0.17074 -1.27566
C 5.40113 -0.58152 -1.43595
C 2.41255 -4.45170 0.07398
C 3.63232 -5.16969 0.33348
C 3.52841 -6.50723 0.67086
C 2.21602 -7.07263 0.63774
C 1.04486 -6.38506 0.45786
C 1.16778 -5.08454 0.07753
C -3.28191 -3.51764 -0.81478
C -4.04553 -4.64605 -0.61290
C -5.34663 -4.66597 -0.94261
C -5.98574 -3.51171 -1.49171
C -5.27228 -2.34672 -1.67517
C -3.89828 -2.28609 -1.20169
N -0.72978 0.40955 -1.72054
H 7.32992 0.16893 -2.14875
H 6.49508 2.36574 -2.70210
H 4.05637 2.85618 -2.64105
H 0.40484 3.74415 -4.15709
H -1.52391 4.82004 -5.12984
H -3.91051 3.95767 -4.61675
H -4.25828 2.04918 -3.12074
H 5.70670 -1.51572 -1.06689
H 4.53479 -4.64754 0.12802
H 4.40804 -7.08649 0.88214
H 2.07720 -8.18971 0.80438
H 0.15610 -6.99513 0.53949
H -3.66478 -5.63379 -0.25571
H -6.06321 -5.42348 -0.84645
H -7.01092 -3.57752 -1.81964
H -5.72505 -1.49714 -2.14437
C 3.92590 3.04284 1.71378
N 3.09826 2.49408 2.73256
C 3.40291 2.50140 4.09545
C 2.24756 2.16653 4.72920
N 1.26186 2.06553 3.80806
C -0.07621 1.62264 4.11698
C 1.78395 2.24840 2.59248
Se 0.82468 2.29985 1.01816
H 4.86432 2.38141 1.55497
H 4.36112 3.96070 2.12852
H 3.34114 3.17392 0.84255
H 4.39880 2.63814 4.50941
H 2.09523 1.92624 5.79647
H -0.63746 2.42494 4.69119
H 0.02715 0.69082 4.64668
H -0.66893 1.48328 3.22818
O -1.87505 0.38008 0.91079
H -2.71565 0.25824 0.45239
H -1.86345 1.36797 1.15925
N -0.86787 7.33481 2.75925
C -1.45106 6.56313 2.10195
C -2.03864 5.47739 1.35193
C -2.83283 5.76083 0.24556
C -3.38840 4.72841 -0.45700
C -3.17636 3.41668 -0.02097
N -2.48441 3.10585 1.06266
C -1.86769 4.12301 1.68574
H -2.97804 6.79416 -0.10337
H -3.88642 4.93265 -1.42320
H -3.50944 2.54704 -0.62451
H -1.15027 3.89482 2.53275
C -1.80687 -2.66497 2.47075
O -0.70089 -1.94726 1.96055
C 0.35715 -1.72822 2.80252
S 0.47164 -2.34929 4.29019
S 1.52858 -0.82441 1.93320
H -2.61054 -2.64191 1.72185
H -2.14364 -2.25546 3.41573
H -1.49217 -3.65240 2.75440
*
```

Computed properties:
energy = -5787.02337 hartree
maximum force = 3.7 eV/A
LUMO energy (alpha / beta) = -4.20 / -4.19 eV
HOMO (alpha / beta) = -0.33187 / -0.33266 Ha



Density functional theory data (ωB97M-V/def2-TZVPD) for the molecule C12H17P at a distorted geometry.

```
! wB97M-V def2-TZVPD RIJCOSX def2/J DEFGRID3
* xyz 0 1
C -2.96619 -0.35895 -0.03887
C -1.60826 0.33168 0.09699
C -1.74645 1.79575 -0.33095
C -1.16196 0.29245 1.55927
C -0.58452 -0.38814 -0.81181
P -0.62708 -2.24623 -0.71760
C 0.85670 -2.24781 0.41406
C 1.57637 -0.96188 0.13528
C 2.88043 -0.70225 0.51872
C 3.46975 0.50072 0.16668
C 2.76567 1.42236 -0.58936
C 1.45358 1.17168 -0.96154
C 0.84388 -0.01009 -0.57416
H -3.73814 0.20889 0.47684
H -2.93239 -1.35884 0.39126
H -3.24347 -0.44882 -1.08739
H -2.51464 2.28970 0.25984
H -0.81166 2.32964 -0.18183
H -2.02767 1.86714 -1.38053
H -1.88444 0.81788 2.18172
H -0.19229 0.77551 1.67847
H -1.09032 -0.73310 1.91455
H -0.96633 -0.03433 -2.02122
H 0.15896 -2.39828 -1.87612
H 1.48190 -3.12329 0.22172
H 0.53226 -2.30849 1.45957
H 3.43237 -1.43903 1.08549
H 4.48461 0.72117 0.47105
H 3.23917 2.34447 -0.89452
H 0.92015 1.89049 -1.56561
*
```

Computed properties:
energy = -808.79501 hartree
maximum force = 4.1 eV/A
LUMO energy = 0.85 eV
SMILES string = CC(C)(C)[C@@H]1PCc2ccccc21
HOMO = -0.32133 Ha
ΔE to the lowest compared entry with this formula, charge and spin = 0.0 kcal per mole



Density functional theory data (ωB97M-V/def2-TZVPD) for a structure of composition C42H36N4O3P2PbS at a distorted geometry.

```
! wB97M-V def2-TZVPD RIJCOSX def2/J DEFGRID3
* xyz 0 1
Pb -1.66337 -0.58530 -0.49624
O -1.11538 -3.72741 -3.47465
C -1.40333 -2.64465 -2.92311
O -1.86584 -2.56270 -1.69412
C -1.04360 -1.36528 -3.64278
C -0.71050 -1.33626 -5.01151
C -0.66390 -0.19700 -5.77894
C -0.82717 1.06661 -5.11750
C -0.83170 2.31330 -5.78463
C -0.93559 3.52682 -5.05118
C -1.25838 3.40275 -3.67768
C -1.24880 2.19135 -3.03351
C -1.02270 1.00602 -3.71144
N -0.93961 -0.17871 -2.99098
H -0.47856 -2.31068 -5.43980
H -0.64046 -0.22829 -6.90332
H -0.73735 2.29902 -6.88557
H -0.81262 4.50185 -5.48936
H -1.46010 4.28108 -3.07354
H -1.40916 2.14641 -1.92121
O -3.33585 1.80295 1.15866
C -4.14067 2.48908 0.15371
C -4.59395 1.57675 -0.96638
C -5.27038 2.14175 -2.04613
C -5.55170 1.44222 -3.20921
C -5.28047 0.05387 -3.16156
C -4.53546 -0.46549 -2.08584
N -4.25776 0.31113 -1.01987
H -3.90836 1.08853 1.56613
H -3.47526 3.30912 -0.15254
H -5.04062 2.90081 0.60352
H -5.58802 3.17291 -2.00441
H -6.07936 1.90292 -4.04482
H -5.59675 -0.56128 -4.01048
H -4.30289 -1.53618 -2.03679
C 3.04173 -0.17426 2.13865
N 1.72490 -0.30430 1.43882
P 1.30963 -1.66333 0.41526
C 1.62944 -3.13192 1.42999
C 0.58809 -4.05311 1.61860
C 0.74675 -5.17979 2.40921
C 1.96333 -5.49202 2.98936
C 2.99543 -4.57678 2.73739
C 2.91038 -3.46189 1.91449
C 2.63343 -1.69162 -0.81170
C 3.10944 -2.91548 -1.34317
C 4.19103 -2.92075 -2.17811
C 4.82271 -1.67014 -2.51125
C 4.29967 -0.49069 -2.02261
C 3.09069 -0.53253 -1.35498
P 0.43622 0.80819 1.99491
C 0.46748 0.53829 3.78219
C -0.55717 -0.16177 4.39007
C -0.63804 -0.21338 5.75621
C 0.39137 0.21062 6.57463
C 1.49383 0.74405 5.93897
C 1.45620 1.09603 4.59104
C 1.12013 2.45490 1.89919
C 2.17767 2.83875 1.07102
C 2.59837 4.15637 1.08960
C 2.00708 5.08879 1.94393
C 0.97627 4.68703 2.85550
C 0.48484 3.41551 2.74160
H 3.77962 -0.79463 1.50851
H 2.98483 -0.59672 3.15061
H 3.33961 0.89258 2.14070
H -0.42158 -3.88030 1.15323
H -0.13067 -5.84407 2.53084
H 2.11825 -6.36238 3.66233
H 3.95678 -4.92629 3.22026
H 3.76771 -2.86641 1.61091
H 2.72974 -3.87792 -1.07677
H 4.52245 -3.85150 -2.67351
H 5.68410 -1.75211 -3.11104
H 4.77249 0.44989 -2.29441
H 2.55034 0.37313 -1.11195
H -1.30529 -0.71680 3.81265
H -1.61032 -0.62981 6.20281
H 0.34819 -0.06636 7.60787
H 2.39209 1.00692 6.49302
H 2.11667 1.83011 4.23172
H 2.55860 2.09349 0.40494
H 3.42541 4.49824 0.45986
H 2.33149 6.13641 1.83658
H 0.59226 5.33078 3.65308
H -0.33009 3.12484 3.42382
S -3.66944 -4.11841 1.91008
C -3.10177 -2.60575 1.69590
N -2.84669 -1.47969 1.41623
*
```

Computed properties:
energy = -3340.56607 hartree
maximum force = 3.7 eV/A
LUMO energy = -0.74 eV
HOMO = -0.27292 Ha
ΔE to the lowest compared entry with this formula, charge and spin = 11.5 kcal per mole



Density functional theory data (ωB97M-V/def2-TZVPD) for a cluster of 7 separate species, C17H48O7 in total at a distorted geometry.

```
! wB97M-V def2-TZVPD RIJCOSX def2/J DEFGRID3
* xyz 0 1
C -0.52980 5.02379 0.15583
C -0.89731 4.49559 -1.20698
C -1.13378 5.62134 -2.25008
O 0.20813 3.75131 -1.58279
H -1.30209 5.71369 0.49597
H 0.46738 5.46175 0.19948
H -0.43104 4.17444 0.83181
H -1.78254 3.86362 -1.13566
H -2.09125 6.10126 -2.04752
H -1.24087 5.21355 -3.25523
H -0.36925 6.39760 -2.28193
H 0.45865 3.98989 -2.47829
C -4.02727 -4.42261 3.14359
C -3.41102 -3.01605 2.79512
C -2.49630 -2.50434 3.87004
O -2.64911 -3.18529 1.61222
H -4.84392 -4.42106 3.86552
H -3.20504 -5.03389 3.51557
H -4.38152 -4.93935 2.25163
H -4.20111 -2.30327 2.55889
H -1.64758 -3.18743 3.90412
H -2.96583 -2.40718 4.84892
H -2.17307 -1.51251 3.55397
H -1.93240 -2.54659 1.61106
C 3.84094 2.01102 5.51677
C 2.95007 0.74914 5.34026
C 2.22813 0.36749 6.62885
O 2.00523 1.09056 4.34631
H 4.71297 1.77138 6.12524
H 3.34006 2.77869 6.10659
H 4.23239 2.40765 4.57999
H 3.51903 -0.12638 5.02745
H 2.85188 0.24114 7.51377
H 1.77820 -0.60692 6.43867
H 1.31454 0.93815 6.79560
H 1.48332 1.84323 4.63387
C 1.99759 -3.24688 -5.09755
C 2.49745 -2.65716 -3.80902
C 2.54835 -3.63138 -2.64243
O 3.82816 -2.27167 -4.11507
H 2.64035 -4.02722 -5.50500
H 1.97491 -2.51836 -5.90801
H 0.97222 -3.60302 -4.99812
H 1.96715 -1.74734 -3.52776
H 1.58603 -4.07753 -2.39145
H 2.87423 -3.12164 -1.73575
H 3.19721 -4.46938 -2.89704
H 3.92252 -1.36592 -3.81123
C -4.35226 -0.91787 -3.24519
C -5.61432 -1.05843 -2.46465
C -6.94403 -0.78154 -3.20563
O -5.64462 -2.37891 -2.05914
H -4.23687 -1.60783 -4.08109
H -3.43072 -1.04168 -2.67636
H -4.34899 0.08911 -3.66243
H -5.50238 -0.44019 -1.57396
H -6.97356 0.22728 -3.61736
H -7.78948 -0.89464 -2.52701
H -7.11184 -1.49364 -4.01363
H -4.97939 -2.43138 -1.36897
C 5.64003 0.78369 -0.74006
C 5.36342 2.11641 -1.41463
O 5.09791 1.95162 -2.80096
H 6.47042 0.24788 -1.19992
H 4.75241 0.15125 -0.75559
H 5.84619 1.03042 0.30144
H 6.25716 2.73978 -1.44195
H 4.59810 2.76063 -0.98177
H 4.71764 2.78106 -3.09932
O 0.05389 -0.00337 0.33547
H -0.18999 0.69961 -0.26667
H 0.63645 0.41495 0.96940
*
```

Computed properties:
energy = -1203.10083 hartree
maximum force = 2.2 eV/A
LUMO energy = 0.18 eV
SMILES string = CC(C)O.CC(C)O.CC(C)O.CC(C)O.CC(C)O.CCO.O
HOMO = -0.36239 Ha
ΔE to the lowest compared entry with this formula, charge and spin = 26.9 kcal per mole